ORCA calculation (ωB97M-V/def2-TZVPD) on a single C4H7NO molecule.

**Electronic energy**: -286.5140 a.u.
**LUMO level**: 1.16 eV
**Energy relative to the best compared isomer or geometry (same formula, charge and spin)**: 3.201 eV
**Frontier orbital gap**: 0.3970 hartree
**M**: 85.11 g/mol

Each line ends with the Mulliken charge.
Atoms and positions in Å:
C1 1.57952 0.74767 -0.14710  -0.6202
N1 1.54964 -0.69109 0.13833  -0.6252
C2 0.51456 -0.10093 -0.70491  0.0389
C3 -0.91399 0.18283 -0.34950  0.0218
C4 -1.73747 -0.66559 0.50927  -0.4115
O1 -1.18258 0.55595 0.99018  -0.4315
H1 1.23844 1.38172 0.67210  0.2508
H2 2.42169 1.09355 -0.72854  0.2620
H3 1.40251 -0.67055 1.13522  0.2928
H4 0.64428 -0.38633 -1.74676  0.3744
H5 -1.42060 0.79643 -1.10124  0.3496
H6 -2.82165 -0.66888 0.39205  0.2694
H7 -1.30113 -1.56804 0.93289  0.2286